Entry from OMol25: C34H54N4P2Si2Sn as an isolated structure at a distorted geometry (ωB97M-V with the def2-TZVPD basis set).

Properties
E_HOMO (spin up / spin down): -7.6 / -6.4 eV
HOMO-LUMO gap (spin up / spin down): 6.75 / 5.98 eV
Molecular weight: 755.66 u
Total energy: -3022.64709 Eh
Relative energy (zero: lowest compared OMol25 entry of this formula, charge and spin): 595.04 kJ/mol
Max |F|: 2.99 eV/Å

Each line ends with the Mulliken charge.
Geometry (Å):
Sn1 -1.740 -1.666 -0.005  0.70
C1 -4.126 -0.655 -2.312  -0.68
C2 -3.576 0.580 -2.368  0.27
C3 -4.184 1.808 -1.779  -0.83
C4 -5.006 1.601 -0.451  -1.50
C5 -4.403 0.585 0.445  0.50
C6 -4.371 -0.752 0.366  -0.58
C7 -5.289 -1.603 -0.487  -1.33
C8 -5.508 -0.898 -1.794  -0.96
C9 0.059 -2.199 1.725  -1.03
H1 -3.599 -1.577 -2.615  0.39
H2 -2.834 0.798 -3.125  0.57
H3 -4.830 2.270 -2.544  0.48
H4 -3.391 2.560 -1.590  0.23
H5 -5.052 2.576 0.044  0.51
H6 -6.047 1.360 -0.718  0.40
H7 -4.031 1.059 1.334  0.10
H8 -3.765 -1.309 1.100  1.28
H9 -6.237 -1.776 0.057  0.47
H10 -4.858 -2.627 -0.608  0.11
H11 -6.075 -1.470 -2.536  0.51
H12 -6.027 0.044 -1.640  0.16
H13 0.753 -3.034 1.480  -0.03
H14 -0.448 -2.450 2.679  0.30
H15 0.693 -1.280 1.938  0.15
P1 -0.563 0.804 1.580  0.16
P2 1.341 1.124 -1.653  -0.37
N1 -2.136 0.474 2.812  0.89
N2 -0.099 2.069 2.730  1.35
N3 0.612 -0.107 -2.699  0.59
N4 1.990 1.980 -3.091  0.48
C10 -1.074 1.817 0.066  0.43
C11 -0.047 2.277 -1.045  -1.02
C12 -2.621 -0.820 2.981  -0.50
C13 -3.826 -0.820 3.681  -0.55
C14 -4.056 0.526 4.080  -0.76
C15 -2.987 1.291 3.569  -0.85
C16 0.462 1.645 3.963  -0.83
C17 0.934 2.753 4.648  -0.74
C18 0.727 3.901 3.813  -0.91
C19 0.101 3.459 2.647  -0.54
C20 0.703 -1.514 -2.598  -0.29
C21 -0.437 -2.061 -3.176  -1.07
C22 -1.198 -0.991 -3.717  -0.98
C23 -0.537 0.195 -3.429  -0.27
C24 1.475 2.393 -4.327  -0.06
C25 2.515 2.515 -5.242  -0.85
C26 3.719 2.104 -4.567  -0.48
C27 3.381 1.766 -3.263  -0.43
H16 -1.477 2.692 0.606  0.88
H17 -1.933 1.303 -0.391  -1.75
H18 -0.597 2.735 -1.911  0.61
H19 0.526 3.142 -0.626  0.39
H20 -2.084 -1.709 2.688  0.17
H21 -4.444 -1.692 3.873  0.48
H22 -4.898 0.870 4.674  0.42
H23 -2.733 2.322 3.801  0.43
H24 0.434 0.599 4.242  0.45
H25 1.350 2.745 5.651  0.46
H26 0.993 4.922 4.056  0.47
H27 -0.263 4.010 1.784  0.35
H28 1.678 -1.996 -2.515  0.10
H29 -0.699 -3.112 -3.163  0.42
H30 -2.169 -1.024 -4.176  0.93
H31 -0.745 1.208 -3.737  0.43
H32 0.421 2.562 -4.488  0.43
H33 2.432 2.832 -6.278  0.42
H34 4.721 2.037 -4.984  0.41
H35 3.965 1.402 -2.418  0.16
C28 4.267 -3.570 1.568  -1.18
Si1 3.068 -3.064 0.197  0.20
C29 4.382 -2.850 -1.173  -1.09
C30 1.898 -4.458 -0.378  -1.21
C31 2.235 -1.410 0.454  0.47
Si2 3.256 -0.143 1.190  0.13
C32 5.034 -0.123 0.395  -1.40
C33 2.860 1.697 0.901  -0.60
C34 3.753 -0.405 2.986  -1.09
H36 4.601 -4.615 1.382  0.35
H37 3.904 -3.501 2.614  0.35
H38 5.200 -2.963 1.505  0.31
H39 4.885 -3.799 -1.420  0.38
H40 3.906 -2.407 -2.058  0.29
H41 5.168 -2.172 -0.825  0.39
H42 0.915 -4.438 0.098  0.34
H43 1.747 -4.441 -1.461  0.32
H44 2.384 -5.413 -0.150  0.45
H45 1.298 -1.169 -0.185  0.33
H46 4.913 0.013 -0.691  0.29
H47 5.577 0.734 0.821  0.38
H48 5.610 -1.036 0.607  0.46
H49 1.874 2.049 1.241  -0.06
H50 3.631 2.275 1.427  0.59
H51 2.982 1.965 -0.166  0.38
H52 2.933 -0.339 3.716  0.27
H53 4.270 -1.367 3.106  0.35
H54 4.490 0.374 3.250  0.34


Entry from OMol25: C44H43BFN18O7SSc as an isolated structure at a distorted geometry (ωB97M-V with the def2-TZVPD basis set).

Properties
E_HOMO: -8.5 eV
HOMO-LUMO gap: 7.53 eV
Molecular weight: 1042.78 u
Total energy: -4498.67537 Eh
Max |F|: 3.64 eV/Å

Each line ends with the natural charge from an NBO analysis.
Geometry (Å):
Sc1 0.113 -0.464 -0.379  1.77
C1 -0.120 -2.757 -3.762  -0.63
C2 -0.976 -2.868 -2.549  0.20
C3 -2.220 -3.492 -2.469  -0.35
C4 -2.545 -3.482 -1.126  0.23
C5 -3.786 -4.017 -0.514  -0.65
N1 -1.541 -2.879 -0.460  -0.33
N2 -0.586 -2.475 -1.334  -0.39
B1 -1.176 -3.038 1.036  0.54
N3 0.362 -3.162 1.140  -0.31
N4 1.224 -2.234 0.657  -0.39
C6 2.457 -2.678 0.925  0.19
C7 3.722 -1.996 0.530  -0.64
C8 2.387 -3.895 1.600  -0.36
C9 1.038 -4.171 1.714  0.22
C10 0.423 -5.368 2.343  -0.64
N5 -1.605 -1.863 1.917  -0.34
N6 -0.745 -0.849 2.193  -0.35
C11 -1.249 -0.198 3.244  0.20
C12 -0.582 0.909 3.992  -0.64
C13 -2.469 -0.768 3.616  -0.36
C14 -2.664 -1.823 2.751  0.20
C15 -3.835 -2.739 2.734  -0.64
H1 -0.383 -3.555 -4.454  0.23
H2 0.928 -2.850 -3.480  0.23
H3 -0.285 -1.806 -4.265  0.21
H4 -2.792 -3.905 -3.277  0.23
H5 -4.309 -4.630 -1.243  0.23
H6 -4.438 -3.198 -0.218  0.23
H7 -3.569 -4.616 0.364  0.23
H8 -1.667 -4.041 1.429  -0.04
H9 3.671 -1.649 -0.501  0.23
H10 4.544 -2.700 0.635  0.22
H11 3.926 -1.145 1.179  0.22
H12 3.208 -4.492 1.943  0.22
H13 1.211 -6.017 2.715  0.23
H14 -0.177 -5.915 1.619  0.23
H15 -0.215 -5.084 3.176  0.23
H16 -0.370 1.747 3.334  0.23
H17 0.348 0.567 4.452  0.21
H18 -1.245 1.243 4.789  0.23
H19 -3.123 -0.443 4.400  0.22
H20 -4.361 -2.658 3.681  0.23
H21 -3.541 -3.773 2.586  0.23
H22 -4.522 -2.464 1.937  0.22
S1 7.142 3.561 -0.942  0.94
N7 6.133 3.303 0.290  -0.61
C16 5.118 2.567 -0.136  0.12
C17 4.037 2.066 0.656  -0.12
C18 3.883 2.355 2.015  -0.11
C19 2.857 1.747 2.700  -0.27
C20 2.024 0.856 2.021  0.13
N8 2.122 0.612 0.727  -0.50
C21 3.101 1.210 0.035  0.27
C22 3.183 0.921 -1.388  0.15
N9 2.248 0.107 -1.903  -0.45
C23 2.288 -0.126 -3.202  0.13
C24 3.244 0.410 -4.068  -0.23
C25 4.250 1.186 -3.547  -0.12
C26 4.228 1.452 -2.174  -0.03
C27 5.224 2.246 -1.522  0.11
N10 6.320 2.751 -2.068  -0.61
H23 4.569 3.034 2.497  0.24
H24 2.706 1.943 3.749  0.23
H25 1.248 0.301 2.526  0.23
H26 1.531 -0.790 -3.586  0.22
H27 3.184 0.212 -5.126  0.23
H28 5.041 1.598 -4.154  0.24
C28 -0.385 4.047 1.697  -0.67
C29 -1.723 3.409 1.713  0.40
N11 -1.948 2.126 1.629  -0.51
C30 -3.297 1.956 1.688  -0.07
C31 -3.903 3.165 1.814  -0.11
N12 -2.895 4.101 1.821  -0.37
C32 -3.036 5.489 2.133  -0.03
N13 -2.509 5.756 3.448  -0.22
N14 -1.599 6.721 3.661  -0.01
N15 -1.239 6.738 4.872  -0.21
C33 -1.893 5.748 5.544  0.03
C34 -1.849 5.342 6.876  -0.18
C35 -2.623 4.263 7.228  -0.23
C36 -3.424 3.590 6.295  -0.18
C37 -3.506 3.988 4.981  -0.26
C38 -2.730 5.082 4.614  0.15
H29 0.328 3.329 1.302  0.26
H30 -0.076 4.349 2.699  0.23
H31 -0.390 4.928 1.058  0.23
H32 -3.720 0.973 1.633  0.23
H33 -4.937 3.443 1.868  0.22
H34 -4.098 5.761 2.089  0.22
H35 -2.471 6.119 1.436  0.24
H36 -1.232 5.865 7.587  0.23
H37 -2.613 3.914 8.249  0.22
H38 -4.001 2.738 6.623  0.22
H39 -4.125 3.462 4.273  0.23
O1 -1.824 0.131 -0.149  -0.51
N16 -1.430 1.260 -0.447  0.77
O2 -2.140 2.046 -0.989  -0.35
O3 -0.239 1.514 -0.219  -0.54
F1 -0.363 -0.087 -8.424  -0.31
C39 -1.414 0.219 -7.634  0.20
C40 -1.266 0.197 -6.292  0.02
N17 -2.287 0.483 -5.445  -0.41
C41 -2.157 0.405 -3.999  -0.33
C42 -0.725 0.661 -3.433  0.82
O4 0.082 1.323 -4.066  -0.67
O5 -0.527 0.082 -2.321  -0.84
C43 -3.541 0.812 -5.936  0.79
O6 -4.486 1.045 -5.223  -0.62
N18 -3.642 0.832 -7.310  -0.63
C44 -2.676 0.547 -8.272  0.60
O7 -2.935 0.581 -9.451  -0.58
H40 -0.304 -0.026 -5.860  0.24
H41 -2.482 -0.580 -3.644  0.22
H42 -2.838 1.144 -3.562  0.27
H43 -4.562 1.071 -7.665  0.43


Entry from OMol25: a single C4H10O molecule (ωB97M-V with the def2-TZVPD basis set).

Properties
E_HOMO: -10.1 eV
HOMO-LUMO gap: 11.07 eV
Molecular weight: 74.12 u
SMILES: CC[C@@H](C)O
Total energy: -233.63311 Eh
Relative energy (zero: lowest compared OMol25 entry of this formula, charge and spin): 31.08 kJ/mol
Max |F|: 0.41 eV/Å

Each line ends with the natural charge from an NBO analysis.
Geometry (Å):
C1 -1.402 0.358 1.211  -0.60
C2 -0.040 0.786 0.659  -0.41
C3 0.325 0.200 -0.725  0.10
C4 1.374 -0.904 -0.605  -0.63
O1 -0.854 -0.292 -1.351  -0.72
H1 -1.514 -0.731 1.225  0.21
H2 -2.223 0.768 0.614  0.21
H3 -1.506 0.724 2.239  0.20
H4 -0.007 1.883 0.609  0.20
H5 0.747 0.476 1.361  0.20
H6 0.748 1.009 -1.345  0.15
H7 2.272 -0.535 -0.095  0.21
H8 0.977 -1.749 -0.031  0.21
H9 1.686 -1.273 -1.591  0.20
H10 -0.584 -0.720 -2.174  0.47


Entry from OMol25: C4H7NO2 as an isolated structure at a distorted geometry (ωB97M-V with the def2-TZVPD basis set).

Properties
E_HOMO: -9.8 eV
HOMO-LUMO gap: 10.02 eV
Molecular weight: 101.10 u
Total energy: -361.77495 Eh
Relative energy (zero: lowest compared OMol25 entry of this formula, charge and spin): 278.05 kJ/mol
Max |F|: 2.31 eV/Å

Each line ends with the natural charge from an NBO analysis.
Geometry (Å):
C1 1.202 0.795 0.649  -0.65
C2 0.750 0.061 -0.608  0.03
C3 0.144 -1.305 -0.422  -0.08
N1 -1.533 -0.710 0.310  -0.74
C4 -1.523 0.514 -0.236  0.84
O1 -2.189 1.509 -0.085  -0.61
O2 -0.467 0.549 -1.180  -0.54
H1 0.533 0.540 1.476  0.22
H2 1.162 1.875 0.479  0.24
H3 2.232 0.531 0.924  0.22
H4 1.519 0.180 -1.402  0.22
H5 0.304 -1.927 0.420  0.20
H6 0.100 -1.807 -1.409  0.23
H7 -2.235 -0.805 1.085  0.42